Entry 1:
{"formula": "C2H10O9Si3", "method": "ωB97M-V with the def2-TZVPD basis set", "symbols": ["H", "Si", "H", "H", "Si", "O", "H", "O", "O", "O", "O", "H", "O", "C", "O", "O", "H", "H", "H", "O", "H", "C", "H", "Si"], "coordinates": [[2.521, -1.583, -2.184], [-1.853, -0.070, -1.171], [-2.519, -2.143, -0.552], [4.463, 2.103, 0.224], [1.297, -0.530, -0.882], [2.554, 0.331, 1.849], [-1.928, 0.634, 1.103], [-0.128, 1.445, 0.431], [-0.185, -0.850, 2.443], [3.573, 1.740, -0.084], [-2.862, -1.260, -0.514], [1.990, -0.313, 2.175], [0.413, -1.410, 0.281], [-0.517, -0.843, 1.031], [2.464, -1.554, -1.300], [-2.830, 1.227, -1.122], [0.176, 0.067, 2.643], [-1.367, -1.648, 1.016], [-0.767, 2.223, 0.303], [0.274, 0.198, -1.857], [-3.520, 1.399, -1.789], [-1.059, 0.416, 0.546], [-2.533, -0.549, -3.024], [2.343, 0.970, 0.435]], "charge": 0, "gap_ha": 0.257, "de_lowest_kcal_mol": 98.0, "e_homo_ev": -8.11, "largest_force_ev_per_a": 5.42}


Entry 2:
{"formula": "C2H10OSi2", "method": "ωB97M-V with the def2-TZVPD basis set", "symbols": ["H", "H", "H", "H", "H", "H", "O", "Si", "Si", "H", "H", "C", "C", "H", "H"], "coordinates": [[2.770, -1.290, -1.248], [0.343, 2.412, 0.970], [-3.289, -0.109, -1.062], [0.300, -1.302, 0.193], [3.836, -1.174, 0.184], [-0.350, 1.471, -0.201], [1.571, 1.006, 0.051], [1.508, -0.506, 0.662], [-3.979, -0.468, 0.178], [0.899, 2.802, -0.807], [-4.550, 0.300, 1.243], [2.846, -1.430, -0.177], [0.610, 2.008, -0.037], [2.653, -2.443, -0.074], [-5.167, -1.276, 0.124]], "charge": 0, "gap_ha": [0.248, 0.270], "de_lowest_kcal_mol": 93.8, "e_homo_ev": [-7.49, -7.81], "largest_force_ev_per_a": 2.28}


Entry 3:
{"formula": "C2H11N2", "method": "ωB97M-V with the def2-TZVPD basis set", "symbols": ["H", "H", "C", "H", "H", "H", "H", "H", "H", "H", "H", "N", "N", "H", "C"], "coordinates": [[-0.129, -1.143, -0.955], [1.368, 0.897, -1.222], [1.338, -0.522, 0.408], [-0.648, -0.171, 0.348], [1.968, -1.387, 0.174], [-2.718, 0.998, -1.118], [1.372, -0.589, 1.498], [1.272, 1.634, 0.398], [-1.858, 1.147, 0.308], [-0.416, -1.811, 0.509], [-3.270, 0.612, 0.381], [-2.468, 0.546, -0.257], [-0.080, -0.971, 0.043], [2.792, 0.823, -0.210], [1.705, 0.828, -0.187]], "charge": 1, "gap_ha": 0.426, "de_lowest_kcal_mol": 20.8, "e_homo_ev": -15.05, "largest_force_ev_per_a": 2.00}


Entry 4:
{"formula": "C2H11N2O", "method": "ωB97M-V with the def2-TZVPD basis set", "symbols": ["H", "H", "O", "C", "C", "H", "H", "H", "N", "N", "H", "H", "H", "H", "H", "H"], "coordinates": [[2.667, -1.146, -1.107], [-1.311, 1.561, 0.209], [-0.146, 1.141, -0.548], [1.854, -1.839, -0.763], [0.459, -0.065, 0.133], [-2.094, 1.004, 1.656], [-0.167, -0.279, 1.028], [1.823, -2.668, -1.453], [-2.087, 1.775, 0.992], [0.571, -1.143, -0.778], [1.432, 0.328, 0.459], [-0.126, 0.819, -1.445], [-1.836, 2.635, 1.476], [2.148, -2.212, 0.245], [-2.990, 1.884, 0.571], [-0.196, -1.795, -0.676]], "charge": 1, "gap_ha": 0.362, "de_lowest_kcal_mol": 21.1, "e_homo_ev": -13.43, "largest_force_ev_per_a": 1.52}


Entry 5:
{"formula": "C2H11N2O2", "method": "ωB97M-V with the def2-TZVPD basis set", "symbols": ["C", "H", "H", "N", "O", "H", "H", "O", "N", "H", "H", "H", "H", "C", "H", "H", "H"], "coordinates": [[-0.221, -0.425, 0.898], [0.982, 0.756, -3.986], [-1.149, -3.432, 1.277], [-0.628, -2.727, 1.757], [0.041, 3.281, 0.536], [0.383, -2.144, -0.416], [-1.317, -2.227, 2.399], [0.458, 0.552, -3.183], [0.194, 0.457, 0.019], [-0.148, -0.101, -3.455], [-1.215, -0.238, 1.352], [0.846, 0.034, -0.687], [0.429, 1.377, 0.365], [0.112, -1.769, 0.657], [-0.408, 4.082, 0.085], [0.255, -3.153, 2.154], [1.049, 3.427, 0.329]], "charge": 0, "s_squared": 0.7581, "gap_ha": [0.137, 0.301], "de_lowest_kcal_mol": 93.6, "e_homo_ev": [-3.19, -7.68], "largest_force_ev_per_a": 4.27, "spin_multiplicity": 2}


Entry 6:
{"formula": "C2H11N2O2", "method": "ωB97M-V with the def2-TZVPD basis set", "symbols": ["H", "N", "H", "O", "H", "N", "H", "H", "C", "H", "H", "O", "H", "H", "C", "H", "H"], "coordinates": [[1.439, 2.678, -0.646], [-0.065, -1.035, 0.175], [-0.583, 1.025, 3.448], [-0.552, -3.564, -1.223], [-0.497, -4.400, -0.862], [0.561, 2.383, -1.035], [-0.143, 3.131, -1.277], [-1.099, -3.689, -1.977], [-0.122, 1.336, -0.136], [-0.261, -1.999, -0.104], [-0.316, -0.207, -1.617], [0.237, 1.145, 2.974], [0.664, -0.753, 0.850], [0.620, 1.934, -1.977], [-0.259, 0.028, -0.562], [-0.273, 1.676, 0.872], [0.647, 0.312, 3.097]], "charge": 1, "gap_ha": 0.334, "de_lowest_kcal_mol": 61.6, "e_homo_ev": -12.41, "largest_force_ev_per_a": 4.69}


Entry 7:
{"formula": "C2H11N2O2", "method": "ωB97M-V with the def2-TZVPD basis set", "symbols": ["H", "H", "H", "H", "H", "C", "N", "O", "O", "H", "H", "C", "N", "H", "H", "H", "H"], "coordinates": [[-2.575, -0.791, -3.555], [-1.342, 0.169, 1.301], [2.923, 2.108, 0.575], [0.591, -1.235, 2.656], [-0.938, -1.800, 2.413], [0.258, -0.106, -0.073], [-0.151, 0.718, -1.029], [-2.250, -0.027, -3.065], [2.698, 1.329, 1.092], [-1.081, 1.074, -1.151], [-2.456, 0.716, -3.643], [-0.488, -0.402, 1.002], [-0.096, -1.476, 1.936], [0.283, -2.286, 1.440], [2.871, 1.512, 2.018], [0.481, 0.981, -1.767], [1.273, -0.484, -0.149]], "charge": 1, "gap_ha": 0.334, "de_lowest_kcal_mol": 39.4, "e_homo_ev": -12.36, "largest_force_ev_per_a": 1.31}


Entry 8:
{"formula": "C2H11N2O2", "method": "ωB97M-V with the def2-TZVPD basis set", "symbols": ["H", "H", "C", "N", "C", "H", "H", "H", "H", "O", "H", "O", "H", "H", "N", "H", "H"], "coordinates": [[1.129, -1.284, 0.598], [-0.398, 1.533, 1.945], [0.087, -1.306, 0.739], [-0.487, -2.485, 0.902], [-0.516, -0.116, 0.855], [-1.062, 5.449, -0.586], [-0.037, -3.377, 0.916], [-1.573, -2.717, 0.895], [3.400, -3.791, -3.403], [2.757, -3.605, -2.723], [-0.535, 2.010, 0.277], [-1.572, 4.911, 0.013], [0.933, 1.462, 0.788], [-2.482, 5.167, 0.150], [-0.101, 1.273, 0.934], [2.196, -3.060, -3.226], [-1.739, -0.065, 0.927]], "charge": 1, "gap_ha": 0.342, "de_lowest_kcal_mol": 69.8, "e_homo_ev": -12.75, "largest_force_ev_per_a": 5.89}


Entry 9:
{"formula": "C2H11N2O2", "method": "ωB97M-V with the def2-TZVPD basis set", "symbols": ["O", "N", "C", "H", "H", "H", "H", "C", "H", "H", "H", "H", "H", "H", "O", "H", "N"], "coordinates": [[-1.094, -1.907, -1.368], [-0.417, 0.336, -0.544], [0.775, 0.306, -1.448], [-0.743, -2.695, -0.922], [1.278, -1.111, 0.724], [-2.033, -2.148, -1.295], [-1.949, 3.363, 4.187], [1.930, -0.201, -1.011], [0.432, 0.521, -2.444], [2.740, -1.661, 0.094], [-0.508, 1.337, -0.341], [-2.252, 2.425, 2.967], [2.788, -0.242, -1.664], [-0.296, -0.089, 0.368], [-1.557, 2.778, 3.529], [-1.189, -0.126, -1.019], [2.096, -0.887, 0.185]], "charge": 1, "gap_ha": 0.353, "de_lowest_kcal_mol": 50.9, "e_homo_ev": -13.19, "largest_force_ev_per_a": 2.09}


Entry 10:
{"formula": "C2H11N2O3", "method": "ωB97M-V with the def2-TZVPD basis set", "symbols": ["H", "O", "H", "H", "H", "H", "O", "H", "H", "C", "H", "N", "O", "H", "H", "C", "H", "N"], "coordinates": [[-0.147, 0.312, 1.171], [0.317, 1.100, 3.029], [3.549, -0.430, -1.287], [1.164, 0.710, 3.401], [0.982, -1.498, -0.162], [-1.032, 2.316, 0.055], [-0.964, -0.396, -1.817], [-1.398, 2.101, -1.595], [2.138, 0.232, -1.601], [-0.719, -0.433, 0.532], [0.126, 1.817, 3.589], [-0.012, -1.754, 0.276], [2.599, -0.491, -1.324], [-1.607, -0.531, 1.171], [-0.408, -2.206, -0.566], [-0.977, 0.249, -0.725], [-0.120, -2.424, 1.054], [-1.228, 1.612, -0.728]], "charge": 0, "s_squared": 0.7508, "gap_ha": [0.129, 0.386], "de_lowest_kcal_mol": 22.6, "e_homo_ev": [-3.07, -10.26], "largest_force_ev_per_a": 4.50, "spin_multiplicity": 2}


Entry 11:
{"formula": "C2H11N3O2", "method": "ωB97M-V with the def2-TZVPD basis set", "symbols": ["H", "H", "H", "C", "H", "H", "H", "N", "N", "O", "H", "H", "H", "H", "C", "H", "O", "N"], "coordinates": [[0.589, 1.911, 0.035], [-2.605, 0.775, 0.914], [0.246, -1.352, -2.703], [-0.728, 0.372, -0.019], [-0.834, -0.190, 2.002], [-1.868, -1.152, -0.615], [1.264, -0.276, -2.941], [-0.960, -0.761, -0.642], [0.501, 0.959, -0.133], [-0.880, -0.658, 2.807], [2.659, 0.755, -0.120], [-0.609, -1.565, 2.831], [1.954, -0.310, 0.880], [1.929, -0.742, -0.663], [1.728, 0.151, -0.036], [-1.413, 1.936, 1.209], [0.788, -1.010, -3.421], [-1.758, 1.157, 0.617]], "charge": 0, "gap_ha": 0.364, "de_lowest_kcal_mol": 33.2, "e_homo_ev": -9.34, "largest_force_ev_per_a": 3.97}


Entry 12:
{"formula": "C2H11N3O2", "method": "ωB97M-V with the def2-TZVPD basis set", "symbols": ["O", "O", "H", "H", "H", "H", "N", "C", "H", "N", "H", "H", "H", "H", "H", "H", "N", "C"], "coordinates": [[-3.056, -0.284, -1.528], [3.365, 0.344, -0.067], [-2.750, -0.899, -2.200], [3.941, 1.110, -0.008], [-1.137, 1.937, 1.781], [-0.931, 1.205, -0.958], [-0.749, -0.846, 0.352], [0.449, -1.567, -0.017], [-1.279, -1.098, 1.175], [-1.355, 0.982, 1.508], [1.018, -1.007, -0.755], [0.289, -2.580, -0.386], [0.609, 2.063, 0.283], [1.152, -1.537, 0.809], [-2.229, 0.028, -1.147], [2.457, 0.582, 0.197], [0.695, 1.048, 0.316], [-0.488, 0.519, 0.645]], "charge": 0, "gap_ha": 0.212, "de_lowest_kcal_mol": 154.4, "e_homo_ev": -9.20, "largest_force_ev_per_a": 4.59}


Entry 13:
{"formula": "C2H11N3O2", "method": "ωB97M-V with the def2-TZVPD basis set", "symbols": ["N", "N", "H", "C", "H", "H", "H", "H", "O", "H", "O", "H", "C", "H", "N", "H", "H", "H"], "coordinates": [[1.406, -1.167, 0.589], [-0.800, -1.782, 1.185], [-1.681, -1.390, 1.445], [0.167, -0.895, 0.726], [-1.191, 0.181, -0.205], [1.436, 1.326, 0.561], [1.945, -1.214, -1.469], [0.084, 2.349, 0.110], [2.632, -1.250, -2.160], [0.809, 1.299, -1.088], [-3.109, 1.881, -0.228], [3.516, -1.137, -1.809], [0.538, 1.363, -0.029], [1.679, -2.105, 0.845], [-0.382, 0.325, 0.376], [-3.431, 2.347, -1.010], [-3.122, 2.490, 0.511], [-0.497, -2.619, 1.649]], "charge": 0, "gap_ha": 0.354, "de_lowest_kcal_mol": 9.9, "e_homo_ev": -9.04, "largest_force_ev_per_a": 1.11}


Entry 14:
{"formula": "C2H11NO2", "method": "ωB97M-V with the def2-TZVPD basis set", "symbols": ["H", "H", "C", "H", "C", "H", "O", "H", "H", "O", "H", "N", "H", "H", "H", "H"], "coordinates": [[1.857, 0.774, -1.859], [-1.690, -1.788, -0.446], [1.442, -0.075, 1.327], [0.708, -0.848, 1.120], [1.198, 0.271, -1.038], [2.465, -0.570, 1.485], [-1.726, 1.420, -0.037], [0.237, 0.218, -1.339], [-3.207, -1.877, -0.018], [-2.618, -1.503, -0.773], [0.731, 1.645, 0.310], [1.524, 0.932, 0.229], [-1.601, 1.034, -0.889], [-1.905, 0.774, 0.656], [1.127, 0.445, 2.285], [1.457, -0.851, -1.014]], "charge": 0, "gap_ha": 0.343, "de_lowest_kcal_mol": 42.7, "e_homo_ev": -9.02, "largest_force_ev_per_a": 5.71}